Computed, not measured: 2 unconnected molecules or ions with the total composition C5H9NO at a distorted geometry, with ωB97M-V/def2-TZVPD.

Multiplicity: 1
Molar mass in g mol⁻¹: 99.13
Strongest force on any atom in eV/A: 1.063
LUMO level in eV: 0.6430
E_HOMO in eV: -8.899
Energy above the lowest of the compared OMol25 structures with the same formula, charge and spin in kJ/mol: 334.6
Total energy in eV: -8865.7447
Frontier orbital gap in eV: 9.5

```
16
Properties=species:S:1:pos:R:3:mulliken_charge:R:1
C -2.00 -0.44 -0.99 -0.685
C -1.42 -1.06 0.24 -0.148
O -1.41 -2.36 0.06 -0.366
C 1.07 1.03 0.92 -0.074
C 2.02 0.04 0.24 -1.020
C 0.62 2.07 -0.01 0.205
N 0.26 2.87 -0.77 -0.463
H -1.49 0.50 -1.22 0.164
H -3.03 -0.16 -0.73 0.304
H -2.02 -1.10 -1.87 0.289
H 0.17 0.50 1.26 0.214
H -1.07 -2.78 0.86 0.383
H 1.54 1.51 1.78 0.298
H 2.93 0.54 -0.11 0.352
H 1.53 -0.44 -0.61 0.258
H 2.31 -0.74 0.96 0.290
```

Computed, not measured: a molecular structure, C12H41AlFN7O6P3S at a distorted geometry, with ωB97M-V/def2-TZVPD.

Multiplicity: 1
Molar mass in g mol⁻¹: 550.47
Strongest force on any atom in eV/A: 7.663
LUMO level in eV: 0.3699
E_HOMO in eV: -5.412
Total energy in eV: -83838.5189
Frontier orbital gap in eV: 5.8
Net charge: -1

```
72
Properties=species:S:1:pos:R:3:mulliken_charge:R:1
N 3.95 -7.47 -2.32 -0.891
P 3.46 -5.96 -2.36 0.841
O 2.28 -5.63 -1.17 -0.473
O 2.70 -5.70 -3.85 -0.492
Al 5.16 -4.37 -2.14 0.268
S 5.00 -3.30 -0.08 0.938
O 6.37 -3.25 0.54 -0.613
O 4.06 -3.98 0.87 -0.554
F 4.47 -1.71 -0.27 -0.287
H 4.97 -7.44 -2.17 0.238
H 2.21 -4.66 -1.18 0.199
H 2.61 -4.74 -3.93 0.303
H 4.95 -3.25 -3.25 -0.239
H 6.59 -5.08 -2.32 -0.230
O -0.12 -3.31 -1.49 -0.769
P -1.17 -2.21 -1.71 0.869
N -1.43 -1.91 -0.04 0.184
C -2.68 -1.54 0.60 -0.774
C -0.34 -1.17 0.59 -1.429
N -2.34 -3.31 -2.37 0.162
C -3.08 -4.21 -1.49 -1.094
C -1.80 -4.10 -3.48 -1.167
N -2.23 -0.84 -2.16 0.066
C -3.59 -0.97 -2.67 -0.900
C -1.50 0.11 -3.02 -1.181
H -2.95 -0.48 0.43 0.217
H -2.60 -1.68 1.68 0.374
H -3.52 -2.16 0.29 0.174
H -0.39 -0.10 0.34 0.522
H 0.63 -1.54 0.25 0.360
H -0.35 -1.27 1.68 0.338
H -2.43 -4.69 -0.75 0.319
H -3.59 -4.99 -2.05 0.385
H -3.88 -3.68 -0.96 0.261
H -1.19 -4.94 -3.14 0.368
H -1.18 -3.48 -4.14 0.360
H -2.62 -4.50 -4.10 0.348
H -3.63 -1.45 -3.65 0.278
H -4.04 0.03 -2.78 0.393
H -4.23 -1.50 -1.98 0.250
H -1.33 -0.30 -4.02 0.343
H -0.52 0.33 -2.58 0.380
H -2.03 1.06 -3.11 0.354
O -0.45 2.82 0.67 -0.872
P -0.27 3.51 2.03 0.956
N -1.42 4.76 1.72 0.166
C -1.35 6.14 2.15 -0.862
C -2.80 4.30 1.81 -1.086
N 1.35 4.01 1.66 0.163
C 1.58 5.13 0.74 -1.092
C 2.21 2.89 1.24 -1.148
N -0.05 4.12 3.70 -0.015
C 1.10 4.88 4.17 -0.906
C -0.31 3.04 4.67 -1.128
H -1.59 6.26 3.21 0.300
H -2.07 6.74 1.58 0.377
H -0.38 6.59 1.96 0.161
H -3.12 4.20 2.86 0.330
H -2.92 3.32 1.34 0.261
H -3.48 4.98 1.30 0.350
H 0.95 5.07 -0.15 0.314
H 2.62 5.17 0.42 0.388
H 1.40 6.09 1.23 0.258
H 2.04 2.61 0.20 0.330
H 2.02 2.01 1.86 0.369
H 3.26 3.15 1.37 0.350
H 2.03 4.31 4.14 0.290
H 0.94 5.20 5.20 0.400
H 1.23 5.80 3.60 0.249
H 0.49 2.29 4.66 0.360
H -1.25 2.53 4.42 0.360
H -0.42 3.42 5.69 0.379
```

Computed, not measured: a single C7H12 molecule, with ωB97M-V/def2-TZVPD.

Multiplicity: 1
Molar mass in g mol⁻¹: 96.17
Strongest force on any atom in eV/A: 0.459
LUMO level in eV: 1.1498
E_HOMO in eV: -9.689
Energy above the lowest of the compared OMol25 structures with the same formula, charge and spin in kJ/mol: 55.1
Total energy in eV: -7452.8605
Frontier orbital gap in eV: 10.8

```
19
Properties=species:S:1:pos:R:3:mulliken_charge:R:1
C -1.84 0.00 0.73 -1.440
C -1.22 -0.53 -0.55 0.008
C -0.06 0.09 -1.30 -0.245
C 0.82 1.20 -0.76 -0.686
C 1.31 0.72 0.63 -0.814
C 1.01 -0.82 0.72 -0.716
C 0.16 -1.17 -0.51 -0.204
H -2.78 0.52 0.56 0.382
H -2.04 -0.84 1.41 0.287
H -1.18 0.69 1.26 0.310
H -1.96 -0.96 -1.21 0.428
H -0.13 -0.01 -2.38 0.389
H 1.67 1.30 -1.44 0.359
H 0.31 2.17 -0.73 0.321
H 2.38 0.94 0.78 0.349
H 0.79 1.28 1.42 0.272
H 0.49 -1.03 1.66 0.234
H 1.90 -1.46 0.73 0.384
H 0.38 -2.09 -1.03 0.380
```

Computed, not measured: a molecular structure, C45H41N3OP2Re at a distorted geometry, with ωB97M-V/def2-TZVPD.

Multiplicity: 2
Molar mass in g mol⁻¹: 888.00
Strongest force on any atom in eV/A: 1.723
⟨S²⟩: 0.76
LUMO level (spin up / spin down) in eV: 0.2316 / 0.2343
E_HOMO (spin up / spin down) in eV: -3.572 / -6.608
Total energy in eV: -74556.0331
Frontier orbital gap (spin up / spin down) in eV: 3.8 / 6.8

```
93
Properties=species:S:1:pos:R:3:mulliken_charge:R:1
Re -0.27 0.22 -0.04 0.757
C -0.09 0.36 3.19 -1.563
P 0.89 1.11 1.82 1.025
C 2.62 0.72 2.28 -0.168
C 2.96 -0.18 3.30 -0.716
C 4.28 -0.55 3.51 -0.673
C 5.29 -0.04 2.72 -0.628
C 4.97 0.85 1.69 -0.773
C 3.66 1.22 1.48 -0.235
C 0.85 2.92 2.05 0.701
C -0.07 3.67 1.32 -0.298
C -0.15 5.04 1.49 -0.956
C 0.68 5.68 2.39 -0.497
C 1.60 4.95 3.13 -0.785
C 1.68 3.57 2.96 -0.399
C -0.39 -1.03 2.75 0.174
C -0.52 -2.23 3.42 -1.360
C -0.85 -3.21 2.44 -1.357
C -0.90 -2.56 1.23 -0.366
C -1.14 -3.09 -0.15 -1.534
P -1.15 -1.72 -1.40 1.681
C -0.71 -2.71 -2.88 0.347
C -1.63 -3.20 -3.80 -0.783
C -1.21 -3.96 -4.88 -0.712
C 0.14 -4.25 -5.06 -0.592
C 1.06 -3.78 -4.14 -0.847
C 0.64 -3.01 -3.06 -0.394
C -2.92 -1.34 -1.66 0.239
C -3.88 -1.65 -0.71 -0.547
C -5.20 -1.24 -0.89 -0.704
C -5.56 -0.53 -2.02 -0.512
C -4.60 -0.22 -2.97 -0.957
C -3.29 -0.61 -2.79 -0.463
N -0.60 -1.24 1.41 0.821
H -0.99 0.97 3.26 0.677
H 0.42 0.40 4.16 0.627
H 2.18 -0.61 3.92 0.210
H 4.52 -1.24 4.31 0.436
H 6.32 -0.33 2.89 0.388
H 5.75 1.26 1.06 0.396
H 3.42 1.91 0.68 0.283
H -0.71 3.16 0.61 0.276
H -0.88 5.61 0.92 0.454
H 0.62 6.76 2.53 0.406
H 2.25 5.44 3.84 0.418
H 2.40 3.00 3.54 0.477
H -0.44 -2.37 4.49 0.567
H -1.05 -4.26 2.62 0.549
H -2.07 -3.67 -0.23 0.711
H -0.34 -3.76 -0.47 0.730
H -2.69 -3.00 -3.68 0.369
H -1.94 -4.34 -5.59 0.415
H 0.46 -4.84 -5.90 0.386
H 2.12 -4.01 -4.25 0.464
H 1.36 -2.67 -2.33 0.473
H -3.60 -2.17 0.20 0.233
H -5.94 -1.47 -0.13 0.407
H -6.59 -0.21 -2.15 0.386
H -4.88 0.35 -3.85 0.409
H -2.54 -0.34 -3.53 0.505
C 2.08 3.60 -1.59 -1.374
C 1.79 2.13 -1.72 0.363
O 0.69 1.69 -1.41 -0.559
N 2.79 1.35 -2.16 0.158
C 2.58 -0.06 -2.46 -1.406
C 2.97 -0.97 -1.33 0.399
C 4.23 -1.53 -1.25 -0.846
C 4.53 -2.39 -0.21 -0.999
C 3.54 -2.66 0.73 -0.971
C 2.31 -2.04 0.59 -0.154
N 2.02 -1.21 -0.41 1.709
H 1.18 4.15 -1.86 0.321
H 2.91 3.93 -2.20 0.456
H 2.28 3.82 -0.54 0.200
H 3.67 1.77 -2.39 0.280
H 3.16 -0.30 -3.36 0.728
H 1.52 -0.20 -2.69 -0.030
H 4.97 -1.32 -2.02 0.543
H 5.50 -2.85 -0.13 0.412
H 3.71 -3.33 1.55 0.556
H 1.52 -2.22 1.31 -0.182
C -1.85 0.95 0.04 0.939
C -3.16 1.41 0.40 1.265
C -3.84 2.35 -0.38 -0.461
C -5.13 2.72 -0.06 -0.775
C -5.77 2.14 1.04 -0.440
C -5.10 1.21 1.82 -0.986
C -3.81 0.84 1.50 0.109
H -3.34 2.77 -1.25 0.472
H -5.66 3.44 -0.67 0.397
H -6.79 2.43 1.28 0.393
H -5.60 0.77 2.67 0.438
H -3.28 0.10 2.09 0.471
```